Computed, not measured: C42H55GeN2O12PReS2SeTe2 as an isolated structure at a distorted geometry, with the ωB97M-V functional and the def2-TZVPD basis.

## Properties
energy: -241537.1213 eV
spin multiplicity: 3
strongest force on any atom: 6.585 eV/A
net charge: -1
E_HOMO (alpha / beta): -4.228 / -4.226 eV
lowest unoccupied orbital energy (alpha / beta): 1.3017 / 0.6040 eV

XYZ file:
```
119
Properties=species:S:1:pos:R:3:forces:R:3:mulliken_charge:R:1
O 5.06351 -0.18372 -0.18961 -0.370 1.008 -0.363 -0.72
C -5.91774 0.97752 -4.27738 -0.100 -0.100 0.080 -0.84
C 4.65300 -1.96939 4.37479 -0.343 0.148 -0.110 -1.50
H -3.57228 2.90927 1.53296 -0.002 -0.024 -0.042 0.60
Te -2.60202 1.37140 -1.07265 -1.891 -0.131 -1.666 0.36
Re 1.00734 1.13341 0.93765 -2.683 -2.597 1.479 2.02
C -0.12365 1.98860 -4.65741 0.000 0.040 -0.002 -0.75
H -8.12983 0.10905 -5.38694 -0.049 -0.008 -0.022 0.35
H -0.00180 -4.16684 5.20140 -0.001 -0.076 -0.010 0.32
H -4.77506 -1.32990 -0.28588 0.052 0.006 0.097 0.25
O -0.10384 2.44302 2.20409 0.974 -0.402 -0.397 -0.24
C -1.39152 -0.64358 1.37689 -0.216 -0.151 0.206 0.62
S 4.10709 0.48119 0.67387 3.816 -1.555 -0.055 0.97
H 4.74344 -1.73908 5.43589 0.042 -0.044 0.038 0.38
H 1.23431 -4.19980 -1.49884 -0.067 0.074 0.005 -0.07
C 3.37666 -1.90066 -1.90714 -0.129 0.111 0.199 -1.37
H 6.68764 5.52607 0.92233 0.001 0.034 0.022 0.39
H -4.96824 4.93688 1.45350 -0.035 0.028 -0.002 0.41
O 2.43758 -1.03418 4.45141 0.046 0.088 -0.700 -0.47
H 7.93103 3.44412 0.40086 0.028 0.041 -0.008 0.41
H -4.57561 2.96979 -5.09815 0.002 0.012 0.006 0.48
H 6.71543 1.27425 0.31013 0.074 0.045 -0.085 0.57
C -1.41861 2.16340 -2.64697 0.190 -0.084 0.149 0.54
C -1.92065 6.37273 1.12586 0.012 0.080 -0.056 -0.71
C -5.25320 -0.34785 -0.29161 0.055 0.041 -0.252 -1.96
O 1.73467 2.99116 0.27847 -0.788 -0.989 -0.111 -0.39
H -3.11729 2.00841 -4.85910 0.070 0.071 -0.025 0.18
C 4.15864 3.30259 1.10640 -0.173 -0.553 0.094 0.11
C 3.19746 -2.16611 3.99943 0.239 -0.337 -0.062 0.64
C -0.85731 2.79215 1.21801 -0.433 -0.104 -0.660 1.23
O 0.21456 -1.92348 3.67128 0.483 0.254 -0.551 0.35
O 2.77738 0.56695 -0.04396 -1.332 0.558 0.309 -0.46
Te 0.20019 1.19496 4.80255 0.353 -0.376 0.728 -0.37
H -1.45192 7.34298 1.02524 -0.001 0.016 -0.004 0.41
H -0.22277 -1.77321 5.69113 -0.086 0.019 -0.094 0.50
C -2.05836 -1.97758 1.11985 0.028 -0.034 -0.118 -0.01
H -1.70885 -3.85196 5.58212 -0.021 -0.033 0.037 0.37
H 2.79023 -5.51926 2.60137 0.057 -0.009 0.021 0.35
O 2.11256 4.34173 2.27435 -0.080 -0.415 -0.201 -0.67
C 6.86641 3.41376 0.58776 -0.096 0.017 0.099 -0.65
C -0.30683 -1.46808 -0.42673 0.055 -0.154 -0.408 -0.85
N -0.40528 -0.41545 0.44185 0.884 0.318 0.309 1.91
C 4.11086 -3.96532 -0.07433 -0.571 0.276 0.335 -1.23
H 2.76227 -1.03770 -2.13701 -0.016 0.009 -0.182 0.24
H -1.39192 4.07547 -1.69380 -0.031 0.070 -0.013 0.39
H 4.15291 -7.29203 -1.20224 0.018 0.008 -0.051 0.36
H -2.30995 -0.24899 -3.58763 0.001 -0.115 -0.077 0.15
H -4.64328 0.33965 0.29282 -0.084 -0.093 0.190 0.09
C -3.96175 2.46970 -4.34796 -0.039 -0.062 0.044 -1.52
C 4.83949 2.14038 0.77311 -0.459 0.011 -0.073 -0.66
H 0.24793 1.39318 -5.48295 0.000 -0.022 -0.017 0.42
C 1.43742 -5.26093 -1.35954 0.190 -0.020 0.210 -0.80
H -3.91737 7.15799 1.15091 0.005 0.013 0.043 0.39
H -3.14017 -1.86783 1.09294 0.011 0.081 0.064 0.28
H -1.04240 -3.46111 -0.14843 0.052 0.001 -0.096 0.35
O 1.44997 -0.55260 2.10591 -0.103 1.482 -1.134 0.03
C 4.81483 4.52094 1.16142 -0.288 0.052 0.098 -0.61
C -5.41811 0.13928 -1.71306 0.162 -0.080 0.220 1.30
H -7.25272 -0.95249 -1.88497 -0.009 -0.001 0.077 0.39
H 3.06495 -2.75958 -2.49821 -0.012 0.042 -0.051 0.39
H 5.21529 -2.87432 4.14393 0.053 -0.032 0.018 0.37
C -1.13466 5.23246 1.16186 0.026 -0.124 -0.011 -0.47
H 4.72814 -3.95167 -0.96941 -0.003 -0.027 -0.031 0.57
H -1.79606 -2.62041 1.96025 -0.005 0.002 0.042 -0.52
H 3.11092 -2.25644 2.91295 -0.012 -0.058 0.047 -0.46
Se 3.06668 -2.25713 -0.03031 0.164 -2.185 -0.223 0.59
H 2.77995 -3.06378 4.46956 -0.018 0.070 -0.068 0.34
C 2.02871 -5.33890 1.84282 0.121 0.035 -0.325 -0.84
H 5.03857 -1.14318 3.78307 0.162 0.001 0.108 0.24
H -0.67349 -0.61766 -3.03209 -0.030 -0.124 0.007 -0.06
C -3.11520 3.87866 1.39910 0.035 0.064 0.155 0.13
S 2.45082 3.14194 1.57291 3.452 5.509 1.046 0.90
Ge 2.81789 -5.45381 0.03541 0.278 -0.149 -0.062 0.81
C -0.66093 -2.15912 4.76549 -0.242 -0.225 0.396 -0.46
N -0.68071 2.06804 0.16089 1.650 -0.080 0.226 0.41
H 1.76096 -5.68668 -2.30835 0.079 -0.034 -0.029 0.35
C 6.17044 4.57725 0.88869 0.071 -0.011 -0.067 -0.60
H -3.56891 3.21538 -3.66194 0.049 0.058 -0.039 0.22
O 4.12521 -0.05594 2.00366 -0.594 0.637 0.032 -0.31
H 1.64333 -4.32752 1.97819 -0.075 0.022 0.059 -0.07
C -1.25044 -0.08200 -3.78605 0.016 0.099 -0.035 -1.01
H 4.55784 -7.32476 0.51983 0.028 0.011 0.046 0.35
C 0.20731 3.33139 -4.57392 0.021 -0.013 -0.058 -0.80
H 4.42784 -1.65803 -2.03273 0.022 -0.067 -0.076 0.38
H 4.24790 5.39702 1.44281 0.041 0.067 0.006 0.56
C -8.00987 -0.41798 -4.44127 0.093 -0.007 0.087 -1.56
C -4.46943 0.97937 -2.32460 0.204 -0.067 0.109 -0.68
H -7.90204 -1.48307 -4.65562 -0.056 -0.020 -0.034 0.30
C -1.73541 3.98327 1.27569 -0.114 0.057 0.200 -1.25
O 2.44350 1.89890 2.34541 -1.226 -0.792 -0.912 -0.39
C -1.43989 -2.44840 -0.18542 -0.002 0.063 0.135 -0.30
H 0.81490 3.78951 -5.34410 0.054 -0.019 0.002 0.38
H -0.99254 -0.48661 -4.76444 -0.022 0.006 -0.039 0.54
C -6.55273 -0.29228 -2.38775 -0.030 0.059 -0.162 -0.80
C -0.90646 -3.65614 4.87207 0.203 0.290 -0.163 -1.29
C -4.78457 1.44331 -3.61303 0.213 0.132 -0.003 1.49
C 3.74476 -7.21226 -0.19572 -0.328 0.434 0.098 -1.29
H 3.03317 -8.02350 -0.04535 -0.005 -0.080 0.001 0.36
C -1.04626 3.49749 -2.54138 -0.012 0.018 -0.005 -0.52
C 6.20529 2.19816 0.53567 -0.070 -0.091 -0.083 -0.94
C -6.80770 0.09221 -3.69487 0.037 0.040 -0.006 0.72
C -3.30159 6.26942 1.20804 0.000 -0.012 0.017 -0.52
H 4.76544 -3.96136 0.79687 0.077 -0.081 -0.003 0.46
O -1.64289 0.09271 2.30270 -0.247 0.177 -0.233 -0.39
O 0.53603 -1.59504 -1.28335 -0.131 0.312 -0.384 -0.69
H -2.12922 -2.36612 -1.02796 0.031 -0.025 -0.041 0.12
H -0.05538 5.29191 1.10159 0.013 0.056 0.003 0.37
H -1.59838 -1.62296 4.58583 0.119 0.055 0.006 0.24
C -0.92899 1.38230 -3.69717 -0.121 -0.092 0.130 0.76
H -6.11236 1.32621 -5.28615 0.004 0.072 -0.024 0.31
P 1.15099 -0.58401 3.60795 -1.168 -0.302 2.654 -0.55
H 1.21814 -6.05062 1.99445 -0.041 -0.024 -0.044 0.45
H 0.51478 -5.75998 -1.06390 -0.037 -0.025 0.036 0.39
H -6.22949 -0.44341 0.18422 0.041 -0.015 0.070 0.59
H -8.91706 -0.28730 -3.84985 -0.055 -0.017 -0.040 0.36
C -0.24120 4.08610 -3.50220 -0.007 0.104 -0.007 -0.77
C -3.89381 5.02456 1.36623 -0.021 -0.049 -0.011 -0.84
H -1.18600 -4.04972 3.89513 -0.075 -0.106 -0.005 0.22
H 0.02945 5.13126 -3.42048 -0.006 0.014 0.028 0.45
```
Forces are in eV/Å.

Computed, not measured: C42H56BCl2N8RbS3Se2Te2 as an isolated structure at a distorted geometry, with the ωB97M-V functional and the def2-TZVPD basis.

## Properties
ΔE to the lowest compared entry with this formula, charge and spin: 0.0 kJ/mol
energy: -260547.7314 eV
strongest force on any atom: 1.375 eV/A
net charge: -2
E_HOMO (alpha / beta): -0.761 / -0.761 eV
lowest unoccupied orbital energy (alpha / beta): 3.3260 / 3.3244 eV

XYZ file:
```
117
Properties=species:S:1:pos:R:3:forces:R:3:mulliken_charge:R:1
H 4.55348 0.97638 -2.63896 -0.139 -0.042 0.020 0.34
C 2.10849 5.71279 1.63564 -0.555 -0.006 0.409 -1.98
H 1.43718 -3.40854 -4.76608 0.007 -0.175 0.132 0.69
C -0.54751 2.36785 4.08370 -0.481 -0.036 0.210 0.18
B 0.79292 1.27253 0.99270 0.706 0.296 0.119 -0.67
H 1.02646 5.49257 1.60575 0.452 0.199 0.004 0.31
C -0.65119 -3.70110 -1.07422 0.380 0.242 0.231 -0.15
C -2.31377 -0.72986 0.81410 0.509 0.003 -0.020 -0.04
N 0.86066 1.68208 2.43718 -0.854 0.221 0.246 0.71
H -2.57795 3.56613 2.63646 -0.091 0.132 -0.159 0.37
H 4.83703 5.69243 -0.42054 0.109 0.117 -0.136 0.36
Te 4.59974 -6.00079 1.48083 0.122 -0.039 0.229 -0.17
H -1.77393 1.56997 6.36008 0.133 -0.120 0.031 0.32
C -1.57818 -5.92432 -1.49626 0.372 -0.028 -0.407 -0.12
C -1.02717 -0.45660 1.29841 0.225 0.056 0.016 1.45
C -3.50073 -5.32092 0.02849 0.605 0.327 0.504 -0.23
H -1.29093 2.84270 -2.44134 -0.038 0.075 0.000 0.30
H -1.38046 0.87114 -4.68925 -0.137 -0.041 0.179 0.44
H 2.33800 -6.11298 4.88690 0.043 -0.153 -0.047 0.30
C 1.20523 -0.28973 -6.08977 -0.181 -0.539 -0.243 -0.26
C 0.79537 -0.62862 -7.37639 0.095 0.084 0.140 -0.55
N 1.66082 2.02961 0.08523 -0.016 -0.066 -0.044 0.61
H -0.54084 -6.28176 -1.41423 -0.202 0.057 0.034 -0.31
H -3.00120 -3.71657 -2.91520 -0.151 0.129 -0.327 0.22
H 0.62806 0.17702 -8.08785 -0.073 -0.230 -0.003 0.36
C -2.45177 -6.38469 -0.34119 -0.605 -0.442 0.090 -0.77
Te 2.70348 -7.88852 0.89470 -0.043 -0.026 -0.364 -0.15
Rb 2.36170 -2.84915 1.40014 -0.150 -0.057 -0.104 0.88
H -1.28828 4.10031 6.05468 0.300 0.128 0.216 0.35
S 3.35818 0.89712 2.63033 0.331 -0.151 -0.093 -0.47
H -4.30164 -5.70533 0.66091 -0.130 -0.281 -0.277 0.49
H -3.43294 1.95146 5.94315 0.336 -0.048 -0.318 0.45
H -3.47949 -0.81808 -2.99753 0.028 0.100 -0.072 0.18
H 2.28598 6.74244 1.96766 -0.182 -0.089 0.097 0.52
H -0.13769 0.92357 -3.42120 -0.345 -0.238 -0.088 0.03
H -1.00043 -0.57764 -3.75179 0.073 -0.437 -0.024 0.49
H 3.83878 4.32808 -2.04789 -0.113 0.149 0.121 0.34
C 2.76930 5.55047 0.28830 0.576 -0.701 -0.098 2.26
H -2.60814 2.76859 -3.63986 0.062 -0.043 -0.011 0.44
H 0.32677 -2.24335 -8.72605 -0.087 0.031 -0.208 0.38
H -2.64313 -2.63690 1.67086 0.145 -0.262 0.139 0.26
C 3.10814 2.32760 -1.78282 0.590 0.407 -0.193 1.17
H -4.30435 0.65005 -2.40753 0.221 -0.155 -0.253 0.40
C -1.96432 2.74173 4.51739 -0.121 -0.472 0.134 2.30
C 2.05564 -0.66197 -2.67123 -0.020 0.281 -0.281 0.18
C 0.88424 -2.96199 -6.79324 -0.395 -0.178 -0.096 -0.51
H 1.30896 0.74093 -5.78958 0.080 0.128 -0.024 0.39
H -3.02330 -4.56757 0.67971 -0.010 -0.161 -0.299 -0.18
C 3.20532 3.69217 -1.44478 -0.474 -0.085 0.076 -0.81
H -2.93262 -7.31447 -0.65816 -0.252 0.041 -0.071 0.32
C -2.89942 2.77987 3.31386 -0.599 -0.475 -0.358 -1.70
C -2.26845 2.41112 -2.66236 -0.094 0.126 0.224 -2.05
C -2.15313 0.88399 -2.65212 0.168 0.045 0.521 2.72
C 0.62759 -1.96608 -7.73011 0.277 0.250 0.229 -0.48
H 4.59379 2.61216 -3.27900 0.023 0.117 -0.052 0.44
H -2.96420 4.30748 5.60886 0.040 0.077 -0.139 0.46
H 2.55807 2.01840 6.58636 0.195 0.048 -0.188 0.39
C -1.11722 0.49314 -3.69228 0.715 0.490 0.150 -1.69
C 1.57964 -6.43239 4.18312 -0.076 -0.089 0.110 -0.07
N -0.36268 2.14296 2.82771 0.774 -0.295 0.040 -0.69
C -2.71573 -0.20723 -0.41501 -0.289 -0.337 0.470 -0.66
H 4.50428 6.68292 1.02781 -0.132 -0.162 -0.242 0.43
C -3.18692 -1.71118 1.53539 -0.255 0.361 -0.034 -1.81
C -1.75270 0.43644 -1.21279 -0.920 -0.048 -1.021 -0.24
C -2.45126 1.66920 5.51449 -0.444 0.486 0.150 -1.56
Cl 0.27990 -7.29986 5.04541 -0.036 -0.024 0.177 -0.25
H -4.09956 -1.90825 0.96143 0.084 0.039 0.033 0.36
H 1.16227 6.51280 -0.77966 0.043 -0.028 -0.177 0.38
H 0.29914 2.39867 6.08374 -0.043 0.023 0.294 0.37
H 3.73605 2.40802 5.26119 -0.428 -0.248 0.190 0.30
C -1.96548 4.09968 5.21124 -0.163 0.297 -0.385 -1.85
H 2.46690 7.59859 -0.28945 0.000 -0.106 -0.125 0.46
C 1.25551 -2.64614 -5.50345 0.294 0.629 0.031 -0.68
H -3.94821 2.97449 3.63056 0.627 -0.012 -0.055 0.44
H -3.70149 0.59138 -4.07184 -0.094 -0.155 0.021 0.49
H -4.42297 -5.32829 -1.91509 -0.155 -0.283 -0.358 0.43
H -2.55601 0.71413 5.01711 0.093 -0.309 -0.068 0.27
C 2.55330 4.12367 -0.26560 0.555 0.413 -0.100 0.08
H -3.72800 -0.42721 -0.76468 0.532 0.153 0.094 0.34
C -3.99640 -4.61346 -1.22883 -0.311 0.398 0.873 -0.86
Se 5.17966 -6.80995 3.79243 -0.031 0.153 -0.059 -0.77
C 3.93032 1.82643 -2.92792 0.015 -0.265 -0.242 -1.65
H 1.95458 -7.11687 3.42998 0.123 0.198 -0.040 -0.16
Se 1.98225 -6.97303 -1.33108 -0.014 0.018 0.070 -0.70
C -3.48729 0.27453 -3.04590 -0.534 0.309 -0.105 -2.18
C 1.44068 -1.29871 -5.15028 0.006 -0.021 0.008 0.46
C 4.28903 5.73104 0.51665 -0.025 -0.064 0.147 -1.70
N 0.07508 -2.91320 -0.63367 0.155 -0.222 -0.015 0.08
C -2.86042 -3.82285 -1.84313 0.170 0.145 -0.369 0.48
C 2.36472 1.51125 -0.99269 -0.269 -0.708 0.002 -0.52
C 2.89089 1.76270 5.57234 0.634 0.028 0.393 -1.71
N -0.55469 0.70941 -0.83027 0.650 0.114 0.276 -0.10
C 1.94396 1.53938 3.23736 -0.476 0.053 -0.101 0.61
S -0.36910 -1.15002 2.72382 -0.085 0.131 -0.248 -0.46
H -1.67997 4.89577 4.49940 -0.083 -0.249 0.387 0.34
C 1.84615 -0.94017 -3.82953 -0.059 -0.154 0.519 -0.07
H 2.72329 6.49810 -1.66318 -0.133 0.035 -0.054 0.29
H -2.83137 -2.81754 -1.41118 0.133 -0.128 0.003 -0.60
H -4.76430 -3.87093 -0.97691 -0.141 -0.317 -0.051 0.38
H 3.29740 0.73940 5.58685 -0.221 0.272 -0.134 0.35
C 2.24717 6.59881 -0.68695 0.047 0.144 0.188 -1.76
S 2.45531 -0.28541 -1.08063 0.078 0.419 0.148 -0.34
H 3.30172 1.49775 -3.76472 0.138 0.034 0.168 0.10
H -3.47018 -1.35776 2.53001 0.078 -0.027 0.014 0.30
H 4.68551 4.92696 1.15083 -0.183 0.105 -0.104 0.35
C 0.49385 2.20972 5.04398 0.747 0.168 -0.757 -0.29
N -0.22059 0.43715 0.51284 -1.269 -0.299 -0.355 0.65
Cl 0.92372 -4.99638 3.39106 -0.222 0.111 -0.023 0.00
H -2.89831 1.83793 2.71914 0.127 0.524 0.542 0.10
H 2.55699 5.02836 2.36064 -0.101 0.057 -0.019 0.29
C 1.75532 1.89561 4.63107 -0.706 -0.285 -0.183 0.00
H 0.73663 -4.00509 -7.05370 0.066 0.082 -0.047 0.39
N 1.83251 3.33796 0.47460 -0.090 -0.141 0.152 -0.77
H -1.85934 -6.69992 0.50596 0.293 0.304 0.388 0.47
H -1.98569 -6.30423 -2.43996 0.089 0.020 0.004 0.35
H -2.98061 2.76959 -1.91005 0.082 -0.076 -0.029 0.43
N -1.56947 -4.47107 -1.62360 -0.028 0.252 0.102 0.16
```
Forces are in eV/Å.

Look up the strongest force on any atom of the second one. 1.375 eV/A

Among the records above, which one has the lowest net charge? C42H56BCl2N8RbS3Se2Te2

What is the energy in the second record? -260547.7314 eV